125
Properties=species:S:1:pos:R:3:lowdin_charge:R:1 method="wB97M-V/def2-TZVPD" molar_mass_g_mol=1366.9 homo_ev=-9.7 charge=0
H 3.719 -3.561 -3.739 0.012
N 3.962 -3.276 -4.713 0.067
C 3.238 -2.142 -4.987 -0.144
C 2.211 -1.362 -3.977 -0.144
N 1.630 -2.208 -2.866 -0.037
C 1.413 -1.106 -1.807 -0.224
O 2.275 -0.719 -0.861 -0.023
C -0.110 -0.634 -2.186 0.043
C -0.972 0.719 -1.852 -0.094
C -0.307 1.929 -0.955 -0.639
Br 1.468 2.518 -1.666 0.633
C -0.216 1.349 0.607 -0.229
C -1.584 0.489 1.034 -0.121
C -2.534 0.849 -2.394 0.094
C -3.305 -0.348 -3.270 0.043
C -4.860 -0.157 -3.752 -0.143
F -5.085 -0.459 -5.211 0.007
F -5.740 -0.991 -2.857 0.006
C -5.425 1.405 -3.558 -0.140
F -4.550 2.382 -4.304 0.021
F -6.749 1.447 -4.284 0.019
F -5.646 1.774 -2.141 0.036
C -2.447 -1.748 -3.593 0.104
B -3.054 -3.047 -4.397 -0.438
O -4.041 -3.908 -3.655 0.026
N -2.679 -3.489 -5.809 -0.117
C -2.959 -2.418 -6.842 -0.135
C -3.614 -4.652 -6.191 -0.121
C -0.903 -1.784 -3.043 0.051
C 0.291 -2.901 -3.149 -0.195
O 0.280 -4.217 -3.380 0.013
H 3.411 -1.640 -6.055 0.124
H 1.305 -0.909 -4.576 0.136
H 2.796 -0.457 -3.484 0.149
H -1.080 2.823 -0.951 0.111
H 0.674 0.592 0.736 0.098
H -0.101 2.214 1.389 0.120
H -2.573 1.099 0.848 0.084
H -1.509 0.332 2.213 0.074
H -1.585 -0.583 0.555 0.057
H -3.086 1.865 -2.096 0.113
H -3.640 -3.951 -2.729 0.117
H -2.718 -2.809 -7.942 0.106
H -2.316 -1.436 -6.641 0.112
H -4.125 -2.167 -6.865 0.100
H -3.412 -4.947 -7.319 0.102
H -3.386 -5.624 -5.554 0.114
H -4.747 -4.351 -6.129 0.108
O 1.536 -0.442 5.946 -0.236
S 1.337 -0.380 4.515 0.670
O 0.029 -0.312 3.905 -0.239
O 2.165 -1.608 3.833 -0.188
C 3.111 -1.084 2.903 -0.165
C 3.467 0.307 3.422 -0.169
O 2.245 0.840 3.927 -0.199
H 2.629 -1.026 1.922 0.117
H 3.986 -1.737 2.839 0.137
H 3.876 0.951 2.641 0.140
H 4.178 0.247 4.253 0.131
O 5.219 -3.859 -2.232 -0.255
S 6.279 -2.904 -2.471 0.668
O 6.058 -1.626 -3.106 -0.244
O 7.487 -3.671 -3.252 -0.188
C 8.685 -3.578 -2.483 -0.163
C 8.230 -3.472 -1.030 -0.189
O 7.063 -2.652 -1.063 -0.196
H 9.221 -2.675 -2.795 0.134
H 9.317 -4.453 -2.655 0.140
H 8.993 -3.030 -0.386 0.096
H 7.943 -4.452 -0.635 0.138
O -3.383 -3.709 1.355 -0.227
S -1.968 -3.417 1.314 0.686
O -1.408 -2.168 1.774 -0.261
O -1.434 -3.698 -0.201 -0.213
C -0.401 -4.681 -0.167 -0.179
C -0.701 -5.546 1.054 -0.167
O -1.174 -4.639 2.047 -0.186
H 0.558 -4.163 -0.057 0.135
H -0.396 -5.261 -1.094 0.127
H 0.181 -6.083 1.410 0.140
H -1.502 -6.262 0.841 0.135
O -8.977 4.248 2.689 -0.232
S -7.647 3.695 2.560 0.687
O -6.663 3.759 3.615 -0.233
O -6.982 4.282 1.193 -0.298
C -6.632 3.200 0.332 -0.176
C -7.613 2.080 0.665 -0.173
O -7.786 2.143 2.079 -0.194
H -5.603 2.903 0.559 0.132
H -6.698 3.509 -0.715 0.127
H -7.241 1.097 0.365 0.134
H -8.588 2.258 0.197 0.135
O 0.214 5.466 4.694 -0.240
S 0.856 4.741 5.768 0.677
O 2.247 4.916 6.115 -0.238
O 0.571 3.151 5.550 -0.206
C -0.103 2.627 6.692 -0.177
C -0.890 3.799 7.274 -0.171
O -0.040 4.933 7.117 -0.194
H 0.652 2.269 7.399 0.134
H -0.753 1.796 6.404 0.138
H -1.142 3.649 8.327 0.138
H -1.806 3.981 6.703 0.135
O -6.725 7.554 2.592 -0.217
S -6.007 7.229 1.379 0.717
O -6.161 5.971 0.686 -0.231
O -4.418 7.483 1.646 -0.188
C -3.927 8.442 0.711 -0.176
C -5.123 9.325 0.366 -0.178
O -6.238 8.439 0.311 -0.192
H -3.567 7.903 -0.172 0.131
H -3.104 9.013 1.148 0.137
H -4.995 9.845 -0.586 0.136
H -5.312 10.058 1.158 0.133
O 10.154 -3.781 1.013 -0.255
S 9.922 -3.701 2.439 0.697
O 9.862 -4.865 3.292 -0.219
O 8.583 -2.806 2.687 -0.194
C 8.908 -1.680 3.501 -0.170
C 10.376 -1.378 3.212 -0.172
O 10.999 -2.652 3.072 -0.187
H 8.763 -1.965 4.549 0.135
H 8.257 -0.835 3.261 0.137
H 10.848 -0.804 4.013 0.140
H 10.488 -0.840 2.265 0.134

---

119
Properties=species:S:1:pos:R:3:lowdin_charge:R:1 method="wB97M-V/def2-TZVPD" e_above_lowest_kcal_mol=59.8 molar_mass_g_mol=1038.4 homo_ev=-1.6 charge=-2
Ba -0.534 1.202 -1.014 1.449
C 1.109 3.061 13.201 -0.047
O 1.768 1.920 12.540 -0.121
C 1.376 1.651 11.244 -0.259
C 2.364 0.935 10.439 0.011
C 2.079 0.726 9.102 -0.029
C 0.901 1.204 8.477 -0.134
C -0.012 1.883 9.296 -0.017
C 0.200 2.079 10.635 -0.034
C 0.683 1.105 7.054 -0.293
N -0.468 1.281 6.449 0.211
C -0.150 1.176 5.115 -0.194
C 1.155 0.923 4.940 -0.149
N 1.703 0.847 6.192 0.192
C 1.743 0.742 3.644 -0.074
C 3.071 0.295 3.536 0.007
C 3.523 -0.005 2.257 -0.028
C 2.674 0.301 1.174 -0.146
N 1.399 0.590 1.309 0.068
C 0.879 0.750 2.541 -0.145
C -0.535 1.013 2.749 -0.117
N -1.384 0.948 1.652 0.021
C -2.630 1.278 1.826 -0.159
C -3.211 1.566 3.059 -0.016
C -2.411 1.550 4.195 0.029
C -1.025 1.285 4.016 -0.084
H 1.756 3.221 14.089 0.097
H 0.090 2.789 13.418 0.076
H 1.136 3.908 12.531 0.084
H 3.159 0.503 11.006 0.101
H 2.830 0.203 8.541 0.100
H -0.845 2.287 8.803 0.098
H -0.479 2.721 11.164 0.099
H 2.681 0.825 6.419 0.148
H 3.633 0.060 4.388 0.091
H 4.475 -0.473 2.163 0.092
H 3.013 0.285 0.145 0.066
H -3.257 1.307 0.943 0.063
H -4.258 1.808 3.167 0.104
H -2.832 1.626 5.188 0.108
C 3.481 -2.384 -1.058 -0.309
P 1.881 -1.785 -1.694 1.011
C 2.050 -2.059 -3.544 -0.403
N 3.073 -2.789 -3.846 0.120
C 3.289 -3.154 -5.164 -0.214
C 4.444 -3.894 -5.471 -0.031
C 4.600 -4.295 -6.774 -0.078
C 3.707 -3.803 -7.832 -0.064
C 2.601 -3.042 -7.484 -0.028
C 2.370 -2.747 -6.136 -0.193
N 1.317 -1.872 -5.804 0.136
C 1.179 -1.528 -4.533 -0.405
P 0.099 -0.033 -4.295 0.990
C 1.338 1.113 -5.008 -0.281
C -1.304 -0.182 -5.565 -0.701
C -0.910 0.292 -6.989 -0.094
C -2.430 0.601 -4.928 -0.136
C -1.787 -1.612 -5.661 -0.120
C 0.751 -3.244 -1.302 -0.735
C 0.169 -2.881 0.062 -0.116
C -0.307 -3.322 -2.346 -0.124
C 1.497 -4.573 -1.220 -0.100
H 3.837 -3.323 -1.486 0.019
H 3.369 -2.552 0.057 0.056
H 4.180 -1.515 -1.249 0.053
H 4.944 -4.300 -4.577 0.119
H 5.398 -4.962 -7.064 0.085
H 3.922 -4.112 -8.833 0.081
H 1.935 -2.735 -8.262 0.101
H 1.712 0.784 -6.021 0.058
H 2.161 1.070 -4.317 -0.010
H 0.964 2.134 -5.055 0.047
H -0.406 1.282 -6.962 0.071
H -1.783 0.467 -7.605 0.068
H -0.246 -0.410 -7.480 0.055
H -2.236 1.608 -4.559 0.053
H -2.772 0.102 -4.017 0.067
H -3.280 0.766 -5.554 0.078
H -1.089 -2.255 -6.170 0.050
H -2.773 -1.590 -6.174 0.096
H -1.916 -2.046 -4.650 0.076
H -0.397 -1.982 0.142 0.048
H 0.989 -2.818 0.804 0.084
H -0.440 -3.675 0.485 0.064
H -0.916 -2.382 -2.405 0.086
H -1.113 -4.031 -2.050 0.104
H 0.049 -3.666 -3.283 0.060
H 2.236 -4.605 -0.385 0.084
H 1.992 -4.807 -2.138 0.056
H 0.782 -5.397 -1.008 0.096
N -1.943 3.444 -0.757 -0.180
C -2.441 3.449 -2.032 -0.458
C -1.759 4.193 -3.056 -0.067
C -2.356 4.403 -4.293 -0.148
C -3.607 3.858 -4.557 -0.180
C -4.247 3.063 -3.634 -0.092
C -3.643 2.729 -2.415 -0.188
C -4.195 1.712 -1.518 -0.293
C -5.510 1.829 -1.108 -0.063
C -6.017 0.886 -0.204 -0.139
C -5.279 -0.202 0.153 -0.145
C -4.016 -0.354 -0.415 -0.220
C -3.370 0.577 -1.215 -0.227
H 3.783 2.572 -1.869 -0.203
H -2.746 3.175 -0.165 -0.003
H -0.818 4.691 -2.801 0.098
H -1.854 4.889 -5.117 0.082
H -4.086 4.111 -5.497 0.077
H -5.114 2.515 -3.983 0.106
H -6.141 2.691 -1.318 0.100
H -7.014 1.001 0.226 0.083
H -5.701 -0.973 0.742 0.079
H -3.547 -1.292 -0.207 0.069
C 2.742 2.552 -2.069 -0.293
H 2.811 2.564 -3.186 -0.180
H 2.418 3.877 -2.043 -0.025
S 0.312 -3.123 4.674 0.274
C -0.760 -3.756 3.610 -1.117
N -1.483 -4.317 2.874 -0.045

---

55
Properties=species:S:1:pos:R:3:lowdin_charge:R:1 method="wB97M-V/def2-TZVPD" e_above_lowest_kcal_mol=34.7 molar_mass_g_mol=333.5 homo_ev=-7.6 charge=0
C -5.886 -2.544 0.180 -0.106
C -4.839 -1.502 -0.020 -0.153
C -3.933 -1.171 0.896 -0.076
C -2.882 -0.171 0.783 -0.228
C -2.056 0.067 1.876 -0.039
C -1.038 1.002 1.816 -0.013
C -0.813 1.725 0.656 -0.205
O 0.150 2.685 0.497 -0.034
C 1.334 2.582 1.250 -0.138
C 2.118 1.289 0.936 -0.338
O 3.285 1.227 1.723 -0.024
C 2.392 1.193 -0.585 -0.111
N 2.503 -0.134 -1.100 -0.167
C 1.402 -0.695 -1.824 -0.175
C 0.386 -1.469 -0.971 -0.178
C 0.878 -2.819 -0.450 -0.195
C 1.898 -2.760 0.695 -0.192
C 3.373 -2.887 0.287 -0.201
C 4.132 -1.569 0.143 -0.183
C 3.787 -0.770 -1.121 -0.184
C -1.639 1.492 -0.465 -0.200
O -1.329 2.222 -1.577 -0.073
C -2.110 2.043 -2.730 -0.083
C -2.656 0.562 -0.387 0.031
H -5.786 -3.329 -0.569 0.073
H -6.879 -2.108 0.065 0.073
H -5.811 -2.991 1.168 0.071
H -4.862 -1.014 -0.985 0.096
H -3.956 -1.687 1.849 0.109
H -2.207 -0.487 2.791 0.111
H -0.418 1.163 2.684 0.117
H 1.146 2.646 2.329 0.127
H 1.927 3.453 0.953 0.139
H 1.522 0.426 1.244 0.125
H 3.911 1.888 1.403 0.099
H 3.317 1.755 -0.794 0.133
H 1.565 1.701 -1.093 0.125
H 0.861 0.116 -2.331 0.113
H 1.791 -1.368 -2.598 0.120
H 0.069 -0.847 -0.133 0.090
H -0.496 -1.647 -1.592 0.109
H 1.291 -3.396 -1.281 0.106
H -0.002 -3.359 -0.092 0.103
H 1.760 -1.838 1.260 0.099
H 1.674 -3.586 1.374 0.102
H 3.449 -3.452 -0.645 0.105
H 3.886 -3.471 1.056 0.102
H 3.952 -0.945 1.018 0.094
H 5.202 -1.795 0.108 0.106
H 3.837 -1.441 -1.987 0.118
H 4.561 0.000 -1.255 0.114
H -3.159 2.304 -2.554 0.098
H -1.693 2.719 -3.475 0.095
H -2.050 1.014 -3.103 0.095
H -3.280 0.379 -1.245 0.099

---

Number 1: gap between HOMO and LUMO 7.47 eV. Number 2: gap between HOMO and LUMO 4.64 eV. Number 3: gap between HOMO and LUMO 8.39 eV.